Record 1
{
  "formula": "C54H99B8F32N18",
  "method": "wB97M-V/def2-TZVPD",
  "lumo_ha": -0.091,
  "total_charge": 1,
  "gap_ev": 7.2,
  "max_force_ha_per_bohr": 0.1066,
  "homo_energy_ev": -9.73,
  "symbols": ["F", "F", "F", "F", "F", "F", "F", "F", "F", "F", "F", "F", "F", "F", "F", "F", "F", "F", "F", "F", "F", "F", "F", "F", "F", "F", "F", "F", "F", "F", "F", "F", "N", "N", "N", "N", "N", "N", "N", "N", "N", "N", "N", "N", "N", "N", "N", "N", "N", "N", "C", "C", "C", "C", "C", "C", "C", "C", "C", "C", "C", "C", "C", "C", "C", "C", "C", "C", "C", "C", "C", "C", "C", "C", "C", "C", "C", "C", "C", "C", "C", "C", "C", "C", "C", "C", "C", "C", "C", "C", "C", "C", "C", "C", "C", "C", "C", "C", "C", "C", "C", "C", "C", "C", "B", "B", "B", "B", "B", "B", "B", "B", "H", "H", "H", "H", "H", "H", "H", "H", "H", "H", "H", "H", "H", "H", "H", "H", "H", "H", "H", "H", "H", "H", "H", "H", "H", "H", "H", "H", "H", "H", "H", "H", "H", "H", "H", "H", "H", "H", "H", "H", "H", "H", "H", "H", "H", "H", "H", "H", "H", "H", "H", "H", "H", "H", "H", "H", "H", "H", "H", "H", "H", "H", "H", "H", "H", "H", "H", "H", "H", "H", "H", "H", "H", "H", "H", "H", "H", "H", "H", "H", "H", "H", "H", "H", "H", "H", "H", "H", "H", "H", "H", "H", "H", "H", "H", "H", "H", "H", "H"],
  "positions_angstrom": [[-2.02, 1.77, 6.59], [-0.33, 3.19, 6.45], [-2.11, 3.38, 5.09], [-7.79, 2.84, -1.04], [5.51, 1.49, -2.10], [-3.43, -2.45, 3.83], [-0.41, -1.93, -4.36], [-5.75, 2.49, -0.26], [0.85, -4.49, -1.35], [-3.75, 3.96, -1.07], [1.32, 2.57, 3.26], [4.83, -0.39, -3.04], [-6.92, 0.70, -1.12], [1.64, -2.51, -0.43], [2.76, 0.82, 2.75], [6.50, -0.40, -1.45], [-4.40, -1.54, 5.62], [-4.47, -0.52, 3.62], [1.59, -4.44, 0.78], [-5.75, -2.29, 4.03], [-6.07, 2.29, -2.35], [-2.96, 5.94, -0.11], [-3.87, 4.43, 1.05], [-5.10, 5.59, -0.27], [-1.13, -0.30, -5.77], [4.46, 0.06, -0.88], [-0.66, 1.71, 4.88], [3.28, 3.01, 2.22], [3.07, 2.18, 4.42], [0.85, -0.09, -4.70], [0.51, -1.63, -6.22], [-0.33, -3.30, 0.21], [-3.55, -2.52, -1.22], [3.82, 1.25, -6.07], [-6.36, 0.71, 7.08], [-1.38, 1.08, 1.68], [-0.33, -3.55, 5.87], [4.86, -3.75, 2.68], [0.76, 5.91, 0.59], [-4.33, -3.95, 0.30], [4.56, -5.04, -5.54], [2.28, 4.79, -0.60], [5.23, -1.63, 3.39], [3.52, -3.52, -4.44], [-5.85, 2.58, 5.95], [0.57, 0.47, 0.66], [-3.28, 2.60, -5.42], [-5.18, 1.90, -6.39], [5.09, 0.65, -7.62], [0.21, -3.68, 7.96], [4.71, -5.21, 2.60], [-5.51, 1.22, 6.10], [2.61, -2.86, -3.59], [4.52, -2.88, 1.62], [0.55, -4.10, 6.73], [-0.02, 8.31, 1.01], [-3.27, -3.15, 0.00], [5.03, -6.28, -6.20], [-5.25, 1.64, -5.05], [6.39, 0.50, -8.30], [6.55, 0.49, 3.66], [5.38, -2.98, 3.67], [5.48, -0.51, 4.25], [4.86, 1.68, -6.79], [3.40, -4.71, -4.99], [-2.54, 1.94, 2.11], [4.67, -1.58, 2.04], [-7.00, 2.83, 6.64], [-3.66, -0.01, -1.48], [-4.80, -2.91, -1.68], [4.62, -2.95, -5.10], [1.85, 0.71, -0.11], [1.63, 0.75, -1.55], [-0.33, 1.48, 0.95], [-6.18, 1.55, -7.43], [3.06, 0.41, -6.87], [-7.27, 1.74, 7.41], [-1.12, -0.29, 2.03], [-4.10, 2.07, -4.42], [0.77, -2.49, 4.17], [5.37, -3.92, -5.60], [-4.45, -4.73, 1.50], [1.16, 4.66, -1.36], [-3.97, 2.44, -6.59], [6.39, 1.34, -9.55], [-1.92, 3.13, -5.39], [-0.10, -3.67, 4.39], [-1.31, 2.74, -4.08], [-1.31, -2.89, 6.49], [0.91, -4.00, 9.15], [3.99, 0.00, -7.84], [0.06, 6.81, 1.50], [-5.24, -3.86, -0.71], [-6.85, -0.75, 9.12], [-1.01, -3.11, 7.85], [-6.24, -0.63, 7.70], [3.67, 4.17, -0.83], [1.99, 5.32, 0.64], [0.31, 5.57, -0.64], [0.19, -0.59, 1.46], [6.21, -7.07, -5.45], [3.32, 2.09, -4.89], [-2.79, -1.31, -1.68], [-5.25, 3.46, 4.93], [5.32, 0.18, -1.91], [2.62, 2.14, 3.10], [-3.91, 5.05, -0.11], [-1.26, 2.53, 5.77], [0.97, -3.69, -0.24], [-0.05, -0.91, -5.21], [-4.52, -1.72, 4.27], [-6.66, 2.05, -1.15], [0.34, -3.88, 10.06], [0.51, 6.80, 2.50], [-0.25, 3.00, -4.00], [3.65, 3.73, -1.83], [-1.94, -0.81, 2.49], [5.32, -5.78, 3.30], [1.68, -2.37, 4.76], [6.39, -8.05, -5.88], [-5.05, 2.65, 4.23], [1.23, -2.40, 3.18], [0.46, -4.59, 4.22], [-4.30, -0.10, -2.36], [0.94, -1.37, 1.44], [0.93, 8.82, 1.13], [3.70, -5.55, 2.80], [7.45, -0.01, 3.31], [-7.41, 3.80, 6.42], [-3.83, 2.12, -3.38], [3.89, 1.86, -3.99], [-6.66, -1.36, 7.00], [2.39, -0.20, 0.15], [-0.69, 8.80, 1.73], [-3.10, 1.49, 2.93], [-3.66, -4.53, 2.21], [-4.45, 0.07, -0.73], [3.93, 3.37, -0.14], [1.37, -4.72, 6.42], [5.94, 2.33, -9.47], [-0.89, 6.38, 1.82], [1.60, -3.27, -3.65], [0.13, -1.61, 4.19], [6.19, 0.84, 2.69], [1.35, -0.24, -1.90], [2.48, 1.06, -2.16], [4.47, -0.74, 1.39], [-1.08, -3.70, 3.91], [-7.90, -1.00, 9.00], [5.92, -7.13, -4.40], [5.89, -1.05, 5.11], [-0.57, 6.04, -1.07], [-3.22, 0.99, -1.39], [2.25, 1.66, 0.26], [-6.04, 1.08, -4.55], [4.55, -0.02, 4.53], [2.95, -2.78, -2.55], [-4.47, -5.80, 1.27], [5.15, -5.61, 1.68], [4.08, -3.37, 0.77], [2.27, 1.92, -4.65], [-2.03, -2.27, 5.97], [7.03, -6.39, -5.69], [-5.40, -4.61, 2.01], [4.00, -0.76, -8.61], [1.88, -3.57, 9.39], [7.40, 1.66, -9.81], [-6.26, -4.21, -0.64], [-1.28, 1.65, -4.07], [-6.37, -1.55, 9.69], [-7.10, 1.08, -7.08], [5.62, 2.41, -6.53], [-0.29, 2.47, 0.54], [-5.82, 1.04, -8.32], [-1.63, 3.37, -3.24], [6.03, 0.88, -10.47], [6.78, 1.32, 4.32], [0.99, -5.09, 9.19], [-5.17, -0.68, 7.91], [-7.00, 0.04, 9.86], [-2.26, 2.99, 2.16], [5.21, -6.11, -7.26], [-1.42, 2.72, -6.27], [-6.63, 2.49, -7.76], [-7.99, 1.49, 8.17], [-3.27, 1.89, 1.30], [-2.48, -2.99, 0.71], [-1.92, 4.22, -5.36], [6.70, -0.52, -8.52], [-4.57, 0.80, 5.78], [6.28, -3.97, -6.16], [2.43, -1.81, -3.78], [-0.59, 8.53, 0.10], [4.38, 4.99, -0.82], [-4.41, 4.03, 5.33], [-1.82, -1.29, -1.18], [2.05, 0.18, -6.56], [2.65, -5.46, -4.79], [4.77, -1.90, -4.91], [-5.18, -2.33, -2.51], [7.19, 0.80, -7.62], [4.24, -7.03, -6.18], [2.69, 5.53, 1.44], [-3.57, 2.59, -7.58], [-5.99, 4.13, 4.48], [-1.48, -2.97, 8.81], [-2.51, -1.58, -2.69], [1.19, 4.17, -2.32], [5.49, -3.37, 4.68], [3.49, 3.14, -5.12], [0.85, 1.36, -2.00]]
}


Record 2
{
  "formula": "C10H27ClIN2P2Tc",
  "method": "wB97M-V/def2-TZVPD",
  "multiplicity": 4,
  "lumo_ha": [-0.444, -0.456],
  "total_charge": 3,
  "gap_ev": [5.9, 5.5],
  "max_force_ha_per_bohr": 0.1129,
  "homo_energy_ev": [-17.98, -17.97],
  "symbols": ["I", "Tc", "Cl", "P", "P", "N", "N", "C", "C", "C", "C", "C", "C", "C", "C", "C", "C", "H", "H", "H", "H", "H", "H", "H", "H", "H", "H", "H", "H", "H", "H", "H", "H", "H", "H", "H", "H", "H", "H", "H", "H", "H", "H", "H"],
  "positions_angstrom": [[-1.08, 0.67, 1.66], [0.35, -1.91, -2.51], [-0.67, -3.15, -4.05], [-0.10, 0.18, -2.99], [0.14, -3.03, -0.63], [1.23, 2.16, 2.28], [-0.41, 3.13, 3.67], [1.28, -4.47, -0.80], [0.04, 1.65, -1.93], [0.38, 4.33, 3.93], [0.50, -2.46, 1.05], [0.06, 2.26, 2.77], [1.42, 0.92, 1.48], [-1.50, -3.81, -0.47], [1.16, 0.62, -4.26], [-1.46, 2.74, 4.63], [-1.71, 0.39, -3.83], [0.85, -5.33, -0.28], [-2.18, -3.08, 0.01], [1.04, 1.67, -1.48], [-1.58, 3.57, 5.33], [-1.16, 1.84, 5.18], [1.42, -4.71, -1.87], [2.25, -4.20, -0.36], [0.76, 1.37, -4.95], [-0.30, -1.77, 1.37], [-1.88, -4.05, -1.47], [-1.42, -4.71, 0.14], [-0.70, 1.61, -1.13], [2.48, 0.90, 1.21], [1.43, 4.05, 4.07], [-0.10, 2.55, -2.53], [1.25, -0.02, 2.05], [-0.04, 4.80, 4.81], [2.03, 1.03, -3.73], [-1.99, -0.55, -4.32], [-1.64, 1.19, -4.58], [0.93, 0.93, 0.48], [-2.39, 2.55, 4.09], [1.47, -0.28, -4.81], [-2.46, 0.65, -3.08], [0.57, -3.30, 1.76], [0.31, 5.01, 3.07], [1.44, -1.91, 1.04]]
}


Record 3
{
  "formula": "C5H12NO3",
  "method": "wB97M-V/def2-TZVPD",
  "lumo_ha": 0.137,
  "total_charge": -1,
  "gap_ev": 6.7,
  "max_force_ha_per_bohr": 0.0927,
  "homo_energy_ev": -2.94,
  "symbols": ["O", "O", "O", "N", "C", "C", "C", "C", "C", "H", "H", "H", "H", "H", "H", "H", "H", "H", "H", "H", "H"],
  "positions_angstrom": [[2.10, -0.16, 3.06], [-1.95, -2.55, -1.05], [1.42, 1.42, -1.63], [-1.06, 0.09, -1.81], [1.56, 0.17, -1.10], [-0.03, 0.25, 1.92], [-0.10, -0.10, -0.57], [-0.44, 0.87, 0.60], [1.42, 0.53, 2.35], [-0.75, 0.71, 2.70], [-1.62, 1.04, 0.56], [-2.32, -2.29, -1.91], [-0.28, -1.21, -0.17], [2.23, 0.11, -0.30], [0.06, 1.77, 0.33], [-1.56, -1.73, -0.77], [-0.52, 0.41, -2.61], [-0.29, -0.79, 2.08], [1.94, 1.29, 1.80], [2.00, -0.54, -1.86], [-1.79, 0.71, -1.63]]
}


Question: Which formula does entry 1 have?
Answer: C54H99B8F32N18